1.
The following is a DFT calculation (ωB97M-V/def2-TZVPD) of a molecular structure, C19H27N5O2OsS.

Output
2S+1 = 5
HOMO (alpha / beta) = -21.11 / -21.68 eV
net charge = +4
Kohn-Sham gap (alpha / beta) = 8.48 / 5.61 eV
lowest unoccupied orbital energy (alpha / beta) = -12.63 / -16.07 eV
F_max = 6.40 eV Å⁻¹

XYZ file:
```
55
Properties=species:S:1:pos:R:3:nbo_charge:R:1
N -0.50 2.96 -0.33 -0.4997
C -0.13 3.99 -0.73 0.4256
C 0.32 5.30 -1.14 -0.7565
H -0.52 5.96 -1.35 0.3080
H 0.95 5.22 -2.03 0.2763
H 0.92 5.74 -0.33 0.3022
N 2.49 -2.87 -1.82 -0.4913
C 3.61 -3.04 -2.05 0.4286
C 5.05 -3.21 -2.21 -0.7513
H 5.40 -2.49 -2.97 0.2803
H 5.27 -4.23 -2.55 0.3084
H 5.55 -3.01 -1.25 0.2883
N -3.50 -0.23 -0.12 -0.4667
C -3.99 -1.21 -0.51 0.3659
C -4.72 -2.38 -0.96 -0.7501
H -4.40 -3.26 -0.39 0.2822
H -4.52 -2.56 -2.03 0.2694
H -5.80 -2.22 -0.82 0.3088
Os 0.54 -0.20 -2.17 0.6294
C -0.33 -1.48 -1.00 0.5943
O -0.87 -2.33 -0.43 -0.3241
C 1.94 0.78 -1.30 0.5861
O 2.78 1.41 -0.81 -0.3180
C 0.81 1.30 -3.77 -0.1214
C -0.51 1.36 -3.32 -0.1863
C -1.29 0.20 -3.27 -0.2263
C -0.76 -1.00 -3.77 -0.1525
C 0.59 -1.08 -4.13 -0.2089
C 1.37 0.08 -4.13 -0.2331
H 1.42 2.20 -3.76 0.2977
H -0.92 2.29 -2.93 0.3135
H -2.28 0.23 -2.82 0.3209
H -1.37 -1.89 -3.79 0.3103
H 1.04 -2.04 -4.33 0.3256
H 2.43 0.01 -4.34 0.3142
C 2.04 -0.58 2.79 -0.4512
N 0.79 -0.38 3.50 -0.0956
C 0.70 -0.98 4.82 -0.4671
C -0.28 0.16 2.88 0.1544
S -0.25 0.56 1.24 0.4414
N -1.40 0.35 3.69 -0.0542
C -1.28 1.33 4.77 -0.4673
C -2.69 0.43 3.01 -0.4731
H 2.36 -1.63 2.87 0.2839
H 2.82 0.08 3.20 0.2995
H 1.87 -0.32 1.74 0.2283
H 1.02 -0.28 5.60 0.2963
H -0.33 -1.30 5.03 0.2582
H 1.37 -1.85 4.86 0.2912
H -1.81 2.26 4.52 0.3003
H -1.73 0.94 5.68 0.3046
H -0.23 1.57 4.97 0.2426
H -2.82 1.40 2.51 0.2935
H -2.75 -0.34 2.23 0.2718
H -3.49 0.27 3.75 0.2929
```

---

2.
The following is a DFT calculation (ωB97M-V/def2-TZVPD) of 2 unconnected molecules or ions with the total composition C19H27N6O6.

Output
2S+1 = 1
HOMO = -10.69 eV
net charge = +1
Kohn-Sham gap = 8.50 eV
lowest unoccupied orbital energy = -2.18 eV
F_max = 2.34 eV Å⁻¹

XYZ file:
```
58
Properties=species:S:1:pos:R:3:nbo_charge:R:1
O 2.91 0.32 -3.23 -0.6873
O -0.96 -7.62 2.56 -0.5984
O -0.10 2.29 -1.70 -0.6132
O -2.73 -2.75 2.50 -0.6809
O 1.65 1.74 -0.35 -0.6728
O -0.36 7.65 1.32 -0.6597
C 2.26 0.92 -4.06 0.7728
C -1.40 -6.50 2.35 0.6685
C 1.10 2.33 -1.45 0.7992
C -1.79 -3.40 2.95 0.6777
C 0.02 -1.95 -0.95 -0.0550
C -0.87 -2.40 -0.01 0.1388
C -1.21 -0.23 -0.26 0.2632
C 1.23 6.00 0.65 -0.2615
C -0.30 6.93 -0.96 -0.2799
C 1.81 5.20 -0.34 -0.1950
C 0.26 6.12 -1.95 -0.1671
C 0.18 6.87 0.35 0.3164
C 1.31 5.24 -1.66 -0.0845
N 1.85 0.25 -5.16 -0.8284
N -0.21 -0.59 -1.09 -0.4586
N -1.70 -3.57 4.27 -0.5861
N 1.83 2.20 -3.82 -0.6227
N -0.53 -5.49 2.22 -0.6268
N -1.63 -1.32 0.40 -0.4758
C -2.89 -6.29 2.25 -0.7186
C -0.67 -4.27 5.04 -0.4191
C 1.91 4.41 -2.78 -0.3969
C 2.05 2.89 -2.53 -0.1473
C -1.03 -3.83 0.47 -0.4262
C -0.77 -4.05 1.98 -0.1303
H 2.62 1.79 -0.41 0.5076
H -1.03 8.25 0.95 0.4858
H 0.75 -2.54 -1.48 0.2569
H -1.59 0.79 -0.15 0.2711
H 1.61 5.98 1.67 0.2316
H -1.11 7.60 -1.21 0.2156
H 2.64 4.56 -0.08 0.2029
H -0.13 6.20 -2.96 0.2142
H 1.60 0.82 -5.96 0.3896
H 2.38 -0.60 -5.33 0.4184
H 0.30 0.05 -1.69 0.4700
H -2.45 -3.15 4.80 0.4200
H 1.04 2.51 -4.38 0.4018
H 0.43 -5.79 2.31 0.4184
H -2.37 -1.38 1.10 0.4906
H -3.38 -7.27 2.23 0.2626
H -3.15 -5.77 1.33 0.2186
H -3.25 -5.74 3.11 0.2333
H -0.84 -5.35 5.01 0.2168
H -0.70 -3.95 6.08 0.2286
H 0.33 -4.06 4.64 0.2027
H 2.90 4.82 -3.03 0.2367
H 1.29 4.56 -3.67 0.2166
H 3.08 2.72 -2.19 0.2208
H -2.03 -4.16 0.22 0.2453
H -0.33 -4.45 -0.10 0.2486
H 0.17 -3.55 2.21 0.2305
```

---

3.
The following is a DFT calculation (ωB97M-V/def2-TZVPD) of a molecular structure, C19H27N6OS2W.

Output
2S+1 = 3
HOMO (alpha / beta) = -17.90 / -18.34 eV
net charge = +3
energy relative to the best compared isomer or geometry (same formula, charge and spin) = 143.6 kJ/mol
Kohn-Sham gap (alpha / beta) = 8.62 / 7.91 eV
lowest unoccupied orbital energy (alpha / beta) = -9.28 / -10.44 eV
F_max = 3.06 eV Å⁻¹

XYZ file:
```
56
Properties=species:S:1:pos:R:3:nbo_charge:R:1
W -0.09 0.84 0.14 1.5109
C -0.53 2.81 1.44 -0.2182
C 0.21 3.11 0.28 -0.3469
C -0.59 2.86 -0.88 -0.2643
C -1.82 2.35 -0.35 -0.2672
C -1.80 2.39 1.05 -0.1961
H -0.11 2.86 2.38 0.2671
H 1.17 3.67 0.33 0.2783
H -0.27 3.09 -1.89 0.2934
H -2.62 2.03 -0.96 0.2818
H -2.47 1.90 1.74 0.2791
N 2.83 1.84 1.93 -0.7427
C 2.11 0.94 2.54 0.6344
N 2.54 0.62 3.76 -0.5498
C 1.97 -0.34 4.48 0.6377
N 2.51 -0.69 5.66 -0.6921
N 0.82 -0.91 3.98 -0.4802
C 0.43 -0.61 2.81 0.4671
N 0.94 0.42 2.01 -0.6819
C -0.87 -1.18 2.27 0.1461
C -1.64 -2.00 3.09 -0.1656
C -2.88 -2.43 2.63 -0.0978
C -3.31 -2.05 1.34 -0.1882
C -2.42 -1.33 0.53 0.0506
N -1.26 -0.85 1.02 -0.5357
H 3.53 2.24 2.52 0.4526
H 2.45 2.38 1.21 0.3948
H 3.34 -0.25 6.00 0.4458
H 2.14 -1.48 6.19 0.4418
H -1.19 -2.28 4.05 0.2842
H -3.48 -3.18 3.20 0.2796
H -4.27 -2.39 0.92 0.2732
H -2.71 -0.95 -0.42 0.2200
O -0.84 0.14 -1.73 -0.9631
S -0.50 -1.14 -2.68 1.1803
C -2.17 -1.65 -3.24 -0.5395
C -2.26 -1.53 -4.80 -0.4115
C -1.31 -0.42 -5.12 -0.4273
C -0.06 -0.49 -4.27 -0.5835
H -2.72 -0.84 -2.74 0.2382
H -2.47 -2.57 -2.81 0.2618
H -3.31 -1.38 -5.14 0.2810
H -1.85 -2.46 -5.18 0.2334
H -1.86 0.55 -4.95 0.2288
H -0.92 -0.38 -6.19 0.2787
H 0.33 0.51 -4.12 0.2709
H 0.69 -1.18 -4.62 0.2691
C 2.83 -1.40 -0.31 -0.7215
S 1.90 0.01 -1.08 0.3627
C 3.10 1.30 -1.36 -0.7432
H 3.04 -1.20 0.79 0.2452
H 3.73 -1.71 -0.92 0.2923
H 2.06 -2.24 -0.36 0.2554
H 3.77 0.85 -2.08 0.2736
H 3.64 1.55 -0.42 0.2502
H 2.52 2.24 -1.69 0.2561
```

---

4.
The following is a DFT calculation (ωB97M-V/def2-TZVPD) of C19H27NO3 in the gas phase.

Output
2S+1 = 1
HOMO = -8.49 eV
net charge = 0
energy relative to the best compared isomer or geometry (same formula, charge and spin) = 102.7 kJ/mol
SMILES = CC(=O)c1ccc(OCCCC(=O)N[C@@H]2CCCC[C@@H]2C)cc1
Kohn-Sham gap = 9.16 eV
lowest unoccupied orbital energy = 0.67 eV
F_max = 0.77 eV Å⁻¹

XYZ file:
```
50
Properties=species:S:1:pos:R:3:nbo_charge:R:1
C -5.65 -0.70 1.12 -0.7166
C -4.59 -1.11 0.13 0.5781
O -4.61 -2.20 -0.40 -0.5530
C -3.53 -0.12 -0.18 -0.2129
C -3.48 1.16 0.37 -0.1487
C -2.46 2.03 0.07 -0.3133
C -1.43 1.64 -0.79 0.4399
O -0.36 2.38 -1.14 -0.5230
C -0.08 3.62 -0.51 -0.0765
C 1.44 3.75 -0.40 -0.4040
C 1.96 3.06 0.87 -0.4896
C 1.36 1.66 0.99 0.6906
O 0.35 1.45 1.63 -0.6444
N 2.03 0.71 0.32 -0.6196
C 1.58 -0.67 0.28 -0.0645
C 2.15 -1.48 1.44 -0.3989
C 1.58 -2.90 1.42 -0.4007
C 1.87 -3.57 0.08 -0.4001
C 1.32 -2.74 -1.07 -0.3970
C 1.89 -1.32 -1.08 -0.2065
C 3.38 -1.31 -1.45 -0.6219
C -1.49 0.36 -1.37 -0.3018
C -2.52 -0.49 -1.07 -0.1302
H -5.19 -0.44 2.07 0.2290
H -6.20 0.17 0.75 0.2275
H -6.35 -1.52 1.26 0.2368
H -4.25 1.50 1.05 0.2138
H -2.47 3.02 0.51 0.2171
H -0.52 3.66 0.48 0.1951
H -0.50 4.42 -1.13 0.1836
H 1.71 4.81 -0.38 0.2144
H 1.88 3.30 -1.29 0.2140
H 3.05 3.01 0.85 0.2121
H 1.65 3.63 1.74 0.2273
H 2.90 0.93 -0.14 0.3927
H 0.49 -0.63 0.40 0.2327
H 1.88 -0.98 2.38 0.2226
H 3.24 -1.51 1.39 0.1891
H 0.50 -2.85 1.57 0.2007
H 2.01 -3.48 2.24 0.2087
H 2.95 -3.71 -0.04 0.1918
H 1.41 -4.56 0.07 0.2119
H 1.54 -3.23 -2.02 0.2065
H 0.23 -2.68 -0.97 0.2064
H 1.37 -0.74 -1.85 0.2060
H 3.53 -1.88 -2.36 0.2184
H 3.99 -1.74 -0.66 0.2054
H 3.73 -0.30 -1.64 0.1966
H -0.72 0.08 -2.06 0.2188
H -2.57 -1.48 -1.50 0.2355
```